# C4H10N3

A gas-phase ion, C4H10N3 (charge +1) in a non-equilibrium geometry (ωB97M-V/def2-TZVPD, OMol25).

Values from the calculation:
Net charge: +1
SMILES string: C[C@H]1CN=CN1[NH3+]
Frontier orbital gap, eV: 9.94

XYZ file:
```
17
C4H10N3 (ωB97M-V/def2-TZVPD)
C 1.17367 -1.27709 0.37386
H -0.55510 -1.10552 -1.74379
N 0.19664 0.79453 -0.21815
H 1.98714 1.86227 -0.07219
N 2.18362 -0.26563 0.16338
C -0.30794 -0.54140 0.21723
H 1.36754 -2.17802 -0.28770
H -1.40122 -2.26832 -0.42122
H -0.79664 -0.51052 1.25058
H -0.49745 2.75084 -0.30787
H 1.42046 -1.77479 1.35680
C 1.64997 0.83559 -0.08294
H -0.89088 2.01037 1.21666
H -1.60093 1.49492 -0.13216
N -0.71041 1.89924 0.24303
C -1.19149 -1.18127 -0.79332
H -2.02698 -0.54519 -0.76222
```

The computed Mulliken charges, all in e, follow: atom 1 (C): -0.56, atom 2 (H): 0.34, atom 3 (N): -0.10, atom 4 (H): 0.35, atom 5 (N): -0.39, atom 6 (C): -0.10, atom 7 (H): 0.29, atom 8 (H): 0.33, atom 9 (H): 0.40, atom 10 (H): 0.38, atom 11 (H): 0.31, atom 12 (C): 0.03, atom 13 (H): 0.35, atom 14 (H): 0.36, atom 15 (N): -0.27, atom 16 (C): -1.10, atom 17 (H): 0.37

=====

# C9H14O

2 unconnected molecules or ions with the total composition C9H14O in a non-equilibrium geometry (ωB97M-V/def2-TZVPD, OMol25).

Values from the calculation:
Net charge: -1
Spin multiplicity: 2
Frontier orbital gap (spin up / spin down), eV: 3.04 / 6.89

XYZ file:
```
24
C9H14O (ωB97M-V/def2-TZVPD)
C -1.38296 0.64090 -1.64440
C -0.52354 -0.44894 -1.46020
H 0.27405 -2.30839 2.18904
H -1.28235 3.82190 -1.50961
C 0.51163 2.14958 -0.86023
C 1.50375 -1.60827 -1.24992
C -0.79135 1.90372 -1.38191
C 1.36271 1.00785 -0.82799
H -0.19391 -1.09640 0.97556
C -0.37535 -1.53134 2.02803
H -1.43465 0.18455 3.04137
C -0.40032 -0.31706 2.96110
H -0.26362 -0.67897 3.95948
H 0.84558 3.16625 -0.70811
H -2.45670 0.44108 -1.88484
H 0.91897 -2.30821 -1.80715
H 0.37417 0.57025 2.82849
H 1.59269 -1.89342 -0.23961
H -1.37739 -2.12723 1.79995
C 0.83208 -0.26427 -1.16062
H 2.36077 0.93980 -0.44830
O -1.64504 2.94310 -1.41173
H -1.00527 -1.45099 -1.60422
H 2.55607 -1.73548 -1.58417
```

The computed Mulliken charges, all in e, follow: atom 1 (C): -1.00, atom 2 (C): -0.08, atom 3 (H): 0.39, atom 4 (H): 0.25, atom 5 (C): -0.98, atom 6 (C): -1.39, atom 7 (C): 0.74, atom 8 (C): -0.53, atom 9 (H): -0.08, atom 10 (C): -0.46, atom 11 (H): 0.23, atom 12 (C): -0.90, atom 13 (H): 0.34, atom 14 (H): 0.26, atom 15 (H): 0.29, atom 16 (H): 0.33, atom 17 (H): 0.23, atom 18 (H): 0.24, atom 19 (H): 0.23, atom 20 (C): 0.56, atom 21 (H): 0.33, atom 22 (O): -0.48, atom 23 (H): 0.11, atom 24 (H): 0.37

=====

# C5H12ClN2P

2 unconnected molecules or ions with the total composition C5H12ClN2P in a non-equilibrium geometry (ωB97M-V/def2-TZVPD, OMol25).

Values from the calculation:
Net charge: 0
Frontier orbital gap (spin up / spin down), eV: 5.97 / 6.05

XYZ file:
```
21
C5H12ClN2P (ωB97M-V/def2-TZVPD)
H -1.13260 -1.30803 1.08152
C 0.91596 -0.08875 -0.99639
C -1.25649 1.04905 -1.64673
N 0.09623 0.41925 -1.89683
H -1.65735 0.34710 -0.99901
H -0.25187 -0.04032 2.06681
H -1.06210 2.08076 -1.17868
C -0.57540 -0.39901 1.08953
N 0.62005 -0.37949 0.27880
Cl 2.22426 3.46171 3.03881
H 1.68049 -1.75320 1.73338
H -1.78502 1.22114 -2.57952
H 0.79962 1.63752 -3.46370
H 2.57696 -0.96515 0.37668
H 1.72415 0.24809 -3.16939
H 2.04568 -0.00615 1.64634
H 0.10795 0.06391 -3.89380
H -1.24212 0.50877 0.79521
P 0.75806 2.31660 2.38283
C 1.76046 -0.84489 1.01066
C 0.68705 0.56764 -3.24295
```

The computed Mulliken charges, all in e, follow: atom 1 (H): 0.21, atom 2 (C): -0.43, atom 3 (C): -1.00, atom 4 (N): 0.22, atom 5 (H): 0.47, atom 6 (H): 0.39, atom 7 (H): 0.23, atom 8 (C): -1.09, atom 9 (N): 0.26, atom 10 (Cl): -0.18, atom 11 (H): 0.27, atom 12 (H): 0.31, atom 13 (H): 0.33, atom 14 (H): 0.36, atom 15 (H): 0.35, atom 16 (H): 0.22, atom 17 (H): 0.41, atom 18 (H): 0.41, atom 19 (P): 0.23, atom 20 (C): -0.89, atom 21 (C): -1.09

=====

# C25H27N4O3S4Sb2W

A molecular structure, C25H27N4O3S4Sb2W in a non-equilibrium geometry (ωB97M-V/def2-TZVPD, OMol25).

Values from the calculation:
Net charge: +2
Spin multiplicity: 2
Frontier orbital gap (spin up / spin down), eV: 5.60 / 5.68

XYZ file:
```
66
C25H27N4O3S4Sb2W (ωB97M-V/def2-TZVPD)
H -3.43798 2.92723 -1.21495
C -6.31640 0.26150 1.12055
H 3.17449 1.74857 1.88361
C -2.41091 3.26612 -1.14106
H -2.91916 1.48688 -3.20146
C -2.24712 -1.04534 -5.33433
H -2.92841 5.31126 -1.51080
C -0.82249 5.07271 -1.18145
N 2.12278 0.18532 0.91501
H 2.30624 0.86017 -1.84301
C -0.07641 2.83617 -0.73174
Sb -1.80882 0.31601 -0.65609
H 0.73144 2.15645 -0.47557
C 1.15794 1.49576 2.61836
C -3.75444 0.29562 0.09779
C -1.96935 -0.37733 -2.64809
H 0.59860 -0.71021 -1.97415
S -1.73170 -1.20958 2.28876
C 0.20439 4.18473 -0.89256
H -7.32215 0.25078 1.51868
H -6.73159 -1.23137 -0.36414
S 2.94711 -3.30804 1.28354
H -1.31176 -2.90239 -4.80774
H -1.10444 -2.34813 -2.43501
H 7.09176 -1.98022 2.57281
W 0.36791 -0.73866 0.89332
Sb -0.85738 -3.38644 2.28318
C -2.56467 0.51986 -3.53665
C -1.65584 -1.93917 -4.45497
C 5.90501 -3.20861 3.96204
H -5.63234 1.76901 2.48822
H 6.24020 -1.03662 3.80619
H -3.17706 0.87763 -5.55509
S 1.30304 -2.12428 2.65683
O 4.29349 0.21419 0.17396
C -1.51869 -1.61112 -3.11129
C 2.47410 0.94574 2.10623
H 4.85916 -1.10219 1.59204
C 3.11786 0.08183 -0.05843
H 5.60970 -3.01007 4.99141
N 5.01142 -1.83542 2.27860
H 1.49147 -1.86737 -1.27961
N 4.77643 -3.78452 3.21850
N 1.26708 -0.87505 -1.21954
C -4.69800 -0.56315 -0.45472
C -5.36759 1.11618 1.66744
S -0.23032 -2.93128 -0.02167
C -2.70763 0.18107 -4.87353
O 0.11831 0.76500 2.09563
H 3.20319 -0.65245 -2.08286
C -2.12725 4.61557 -1.30039
H 6.75418 -3.88668 3.96066
C 2.51991 -0.12377 -1.42198
H 4.36291 -4.68564 3.39547
H -0.60658 6.12543 -1.30345
O 0.99503 2.39340 3.36890
H 1.21842 4.54598 -0.78257
C -4.07728 1.13651 1.15965
C 6.18120 -1.91313 3.16659
H -3.34031 1.80720 1.58764
H -2.35593 -1.30614 -6.37839
C -5.98581 -0.57440 0.06279
H -4.44536 -1.20703 -1.28924
C 4.30455 -2.95086 2.30869
C -1.38058 2.37006 -0.86602
H 2.91244 0.30675 2.87945
```

The computed Mulliken charges, all in e, follow: atom 1 (H): 0.44, atom 2 (C): -0.52, atom 3 (H): 0.57, atom 4 (C): -0.68, atom 5 (H): 0.32, atom 6 (C): -0.55, atom 7 (H): 0.43, atom 8 (C): -0.59, atom 9 (N): 1.19, atom 10 (H): 0.28, atom 11 (C): -0.36, atom 12 (Sb): 2.09, atom 13 (H): 0.24, atom 14 (C): 0.42, atom 15 (C): 0.48, atom 16 (C): 0.57, atom 17 (H): -0.04, atom 18 (S): -0.17, atom 19 (C): -0.88, atom 20 (H): 0.42, atom 21 (H): 0.43, atom 22 (S): -0.04, atom 23 (H): 0.45, atom 24 (H): 0.27, atom 25 (H): 0.33, atom 26 (W): 0.36, atom 27 (Sb): 0.42, atom 28 (C): -0.56, atom 29 (C): -0.68, atom 30 (C): -0.48, atom 31 (H): 0.43, atom 32 (H): 0.35, atom 33 (H): 0.44, atom 34 (S): -0.04, atom 35 (O): -0.71, atom 36 (C): -0.25, atom 37 (C): -0.62, atom 38 (H): 0.11, atom 39 (C): 0.06, atom 40 (H): 0.31, atom 41 (N): 0.23, atom 42 (H): 0.53, atom 43 (N): -0.12, atom 44 (N): -0.71, atom 45 (C): -0.77, atom 46 (C): -0.77, atom 47 (S): -0.42, atom 48 (C): -0.75, atom 49 (O): -0.35, atom 50 (H): 0.43, atom 51 (C): -0.82, atom 52 (H): 0.33, atom 53 (C): -0.64, atom 54 (H): 0.22, atom 55 (H): 0.41, atom 56 (O): -0.53, atom 57 (H): 0.45, atom 58 (C): -0.33, atom 59 (C): -0.54, atom 60 (H): 0.46, atom 61 (H): 0.41, atom 62 (C): -0.63, atom 63 (H): 0.41, atom 64 (C): 0.28, atom 65 (C): 0.75, atom 66 (H): 0.25

=====

Energy relative to the best compared isomer or geometry (same formula, charge and spin) values, unit kcal/mol, following the record order: 86.3, 40.0, 2.7, 5.2.